Molecular formula: C5H14NOS
Method: DFT, wB97M-V/def2-TZVPD

Element x y z (Å)
C (-0.1265, -1.4307, -1.4785)
N (-0.6130, -0.1204, -1.6414)
C (-1.9690, 0.0776, -1.1559)
C (-2.2593, 1.5895, -0.9535)
S (-2.3570, 2.0968, 0.8117)
C (0.4997, -1.8381, -0.0113)
C (2.0099, -2.2069, -0.2382)
H (0.7457, -1.6928, -2.2567)
H (-0.8326, -2.2812, -1.6280)
H (0.1684, 0.5032, -1.3266)
H (-2.2948, -0.4389, -0.1975)
H (-2.7776, -0.3476, -1.8153)
H (-1.5635, 2.1964, -1.5052)
H (-3.2517, 1.6878, -1.3300)
H (-0.0102, -2.6861, 0.2581)
H (0.4858, -1.0966, 0.8187)
H (2.3292, -3.0624, -0.7713)
H (2.4792, -1.4977, -0.8954)
H (2.6070, -2.2190, 0.7444)
H (1.6237, 4.6405, 4.5103)
H (2.8317, 3.7563, 4.8200)
O (2.2747, 4.3702, 5.2416)

Summary:
frontier orbital gap (alpha / beta)	1.93 / 5.89	eV
DFT total energy	-726.91510	Ha
HOMO energy (alpha / beta)	3.58 / -0.11	eV
multiplicity	2
charge	-2

Here are the Löwdin charges for atoms 1 to 4, given in e:
1 C -0.287
2 N -0.114
3 C -0.370
4 C -0.783

---

Molecular formula: C4H7NO2
Method: DFT, wB97M-V/def2-TZVPD

Element x y z (Å)
C (1.3635, -1.0641, -0.5701)
N (1.5978, 1.9690, 0.8604)
C (0.4801, 1.6982, 0.7400)
C (-0.9493, 1.3693, 0.5380)
O (-1.1485, 0.4926, -0.5409)
C (-0.9533, -0.8654, -0.1998)
O (0.2884, -1.1193, 0.3563)
H (1.3213, -0.1581, -1.1857)
H (2.2822, -1.0452, 0.0192)
H (1.3550, -1.9535, -1.2153)
H (-1.4815, 2.2954, 0.3035)
H (-1.3516, 0.9634, 1.4772)
H (-1.1155, -1.4100, -1.1394)
H (-1.6887, -1.1723, 0.5564)

Summary:
frontier orbital gap	11.56	eV
DFT total energy	-361.80325	Ha
SMILES	COCOCC#N
HOMO energy	-10.74	eV
multiplicity	1

Here are the Löwdin charges for atoms 1 to 4, given in e:
1 C -0.091
2 N 0.162
3 C -0.178
4 C -0.189

---

Molecular formula: C12H14O
Method: DFT, wB97M-V/def2-TZVPD

Element x y z (Å)
O (-3.4088, 2.2158, -1.0056)
C (-2.3576, 1.5797, -0.9014)
C (-2.2591, 0.2882, -1.5562)
C (2.0840, -0.4397, 1.4810)
C (0.8683, -0.0219, 1.9240)
C (-1.1465, -0.4977, -1.3385)
C (-1.2331, 2.0635, 0.0153)
C (0.5341, -2.0187, 0.8421)
C (0.0899, 1.4741, -0.4343)
C (1.3613, -0.7059, -0.8951)
C (1.8662, -1.4329, 0.3810)
C (-0.1432, -0.6693, 1.0246)
C (0.0143, -0.0661, -0.4103)
H (-3.0768, 0.0183, -2.2110)
H (3.0410, -0.1112, 1.9662)
H (0.7014, 0.7619, 2.6493)
H (-1.0480, -1.4354, -1.8657)
H (-1.4185, 1.7074, 1.0300)
H (-1.2271, 3.1585, 0.0571)
H (0.0969, -2.7103, 0.0829)
H (0.6317, -2.5913, 1.7608)
H (0.8890, 1.8907, 0.1836)
H (0.2732, 1.8349, -1.4530)
H (1.2558, -1.4523, -1.6983)
H (2.0750, 0.0213, -1.2506)
H (2.6570, -2.1455, 0.2038)
H (-1.1206, -0.7161, 1.4185)

Summary:
frontier orbital gap	9.53	eV
DFT total energy	-540.84945	Ha
SMILES	O=C1C=C[C@]2(CC1)C[C@H]1C=C[C@@H]2C1
HOMO energy	-9.14	eV
multiplicity	1

Here are the Löwdin charges for atoms 1 to 4, given in e:
1 O 0.055
2 C -0.392
3 C 0.005
4 C -0.040

---

Energy above the lowest of the compared OMol25 structures with the same formula, charge and spin (computed, kJ/mol): 188.1 203.8 0.0